1.
127
Properties=species:S:1:pos:R:3 method="wB97M-V/def2-TZVPD" e_homo_ev="-7.185 / -7.232" s2=3.799 spin_multiplicity=4 de_lowest_kj_mol=61.9 homo_lumo_gap_ha="0.2080 / 0.2067"
Cr -0.38 0.36 1.68
I 6.21 -6.02 -1.01
C 4.86 -4.78 -0.02
C 3.89 -5.32 0.80
C 2.99 -4.49 1.45
C 3.04 -3.09 1.33
C 4.00 -2.59 0.44
C 4.91 -3.41 -0.22
C 2.06 -2.12 1.93
C 2.44 -0.79 2.06
C 3.80 -0.34 2.31
C 3.75 0.98 2.56
C 2.37 1.38 2.45
C 1.94 2.68 2.65
C 2.96 3.76 2.72
C 3.67 4.11 1.57
C 4.62 5.12 1.61
C 4.87 5.78 2.81
I 6.31 7.28 2.88
C 4.17 5.46 3.96
C 3.21 4.45 3.91
C 0.59 3.05 2.68
N -0.46 2.23 2.45
C -1.58 3.03 2.42
C -2.84 2.65 2.04
C -3.89 3.70 1.92
C -4.67 4.07 3.02
C -5.64 5.05 2.90
C -5.83 5.67 1.68
I -7.27 7.16 1.50
C -5.08 5.32 0.57
C -4.11 4.33 0.70
C -3.22 1.32 1.75
C -4.52 0.91 1.36
C -4.51 -0.45 1.33
C -3.19 -0.86 1.70
N -2.41 0.24 1.90
C -2.78 -2.16 2.02
C -1.47 -2.47 2.35
C -1.05 -3.73 2.89
C 0.30 -3.75 2.85
C 0.73 -2.49 2.28
N -0.36 -1.69 2.09
C -3.79 -3.25 2.04
C -3.58 -4.41 1.30
C -4.50 -5.45 1.29
C -5.66 -5.33 2.05
I -7.05 -6.87 2.06
C -5.89 -4.18 2.80
C -4.96 -3.16 2.79
C -1.20 4.39 2.71
C 0.14 4.41 2.86
N 1.59 0.29 2.16
H 3.82 -6.39 0.93
H 2.23 -4.97 2.04
H 3.99 -1.54 0.17
H 5.62 -2.97 -0.91
H 4.65 -0.99 2.40
H 4.56 1.63 2.86
H 3.43 3.60 0.64
H 5.16 5.39 0.71
H 4.36 5.98 4.89
H 2.66 4.18 4.80
H -4.50 3.57 3.97
H -6.23 5.33 3.76
H -5.23 5.80 -0.39
H -3.51 4.05 -0.16
H -5.35 1.57 1.16
H -5.32 -1.11 1.06
H -1.71 -4.48 3.30
H 0.93 -4.50 3.29
H -2.68 -4.49 0.70
H -4.32 -6.34 0.70
H -6.79 -4.09 3.40
H -5.13 -2.27 3.40
H -1.88 5.23 2.75
H 0.77 5.25 3.06
I -2.01 4.37 -6.14
C -1.36 3.62 -4.31
C -1.82 2.39 -3.87
C -1.38 1.89 -2.65
C -0.47 2.61 -1.89
C -0.01 3.84 -2.35
C -0.46 4.36 -3.55
C 0.06 2.06 -0.60
O 1.17 2.37 -0.21
O -0.79 1.28 0.01
H -2.52 1.82 -4.48
H -1.73 0.93 -2.29
H 0.72 4.37 -1.75
H -0.11 5.32 -3.90
C -2.70 -3.36 -1.90
N -1.42 -3.83 -1.40
C -1.09 -5.24 -1.37
C 0.30 -5.26 -0.71
N 0.68 -3.86 -0.80
C -0.35 -3.04 -1.13
S -0.24 -1.37 -1.19
H -2.84 -3.67 -2.94
H -2.72 -2.28 -1.84
H -3.51 -3.78 -1.29
H -1.07 -5.65 -2.39
H -1.83 -5.80 -0.80
H 1.00 -5.89 -1.26
H 0.27 -5.60 0.33
H 1.50 -3.47 -0.38
C 0.62 -1.18 -5.72
Ge 2.25 -0.35 -5.09
C 3.71 -0.66 -6.34
C 1.98 1.56 -4.85
C 2.72 -1.25 -3.40
Se 2.96 -0.09 -1.85
C 4.58 0.78 -2.49
H 0.26 -0.70 -6.64
H -0.15 -1.08 -4.95
H 0.78 -2.24 -5.93
H 3.50 -0.24 -7.32
H 3.89 -1.73 -6.46
H 4.62 -0.20 -5.95
H 1.11 1.89 -5.42
H 2.85 2.12 -5.19
H 1.81 1.78 -3.79
H 3.62 -1.85 -3.52
H 1.91 -1.92 -3.12
H 4.36 1.50 -3.27
H 5.28 0.03 -2.86
H 5.03 1.30 -1.64

***

2.
124
Properties=species:S:1:pos:R:3 method="wB97M-V/def2-TZVPD" e_homo_ev=-9.156 spin_multiplicity=1 de_lowest_kj_mol=562.4 charge=+1 homo_lumo_gap_ha=0.2013
Ta 0.04 -0.81 -0.42
I 0.60 -4.40 -4.15
C -0.70 -2.76 -4.15
C -1.47 -2.45 -5.27
C -2.32 -1.37 -5.27
I -3.43 -0.94 -7.02
C -2.46 -0.55 -4.12
C -3.30 0.57 -3.99
C -3.32 1.27 -2.81
C -2.50 0.86 -1.76
N -1.68 -0.18 -1.84
C -1.66 -0.88 -3.00
C -0.77 -1.98 -3.00
O -0.04 -2.17 -1.92
H -1.39 -3.07 -6.15
H -3.92 0.87 -4.82
H -3.96 2.12 -2.68
H -2.48 1.40 -0.82
C -0.10 3.96 4.97
C -0.33 3.10 3.77
C -0.73 1.78 3.89
C -0.84 0.95 2.77
C -1.45 -0.36 2.84
O -1.05 -1.29 2.00
C -2.56 -0.54 3.78
C -2.55 -1.69 4.59
C -3.45 -1.84 5.62
C -4.41 -0.86 5.85
C -4.44 0.27 5.04
C -3.52 0.44 4.03
C -0.53 1.47 1.48
O -0.59 0.69 0.41
C -0.31 2.85 1.35
C -0.19 3.64 2.49
C -0.30 3.46 0.01
N 0.27 2.85 -0.95
C 0.29 3.38 -2.28
C 1.73 3.60 -2.73
Te 2.95 4.87 -1.46
C 3.73 3.47 -0.05
C 4.97 3.75 0.50
C 5.50 2.92 1.47
C 4.80 1.81 1.91
C 3.56 1.53 1.36
C 3.03 2.36 0.39
C -1.17 4.66 -0.10
C -0.72 5.91 -0.52
C -1.61 6.96 -0.66
C -2.95 6.79 -0.36
C -3.40 5.55 0.08
C -2.52 4.50 0.21
H -0.42 3.46 5.88
H -0.64 4.90 4.87
H 0.96 4.19 5.05
H -0.95 1.37 4.86
H -1.78 -2.43 4.42
H -3.40 -2.71 6.25
H -5.12 -0.98 6.65
H -5.19 1.03 5.22
H -3.55 1.33 3.42
H 0.05 4.68 2.37
H -0.29 4.31 -2.39
H -0.16 2.62 -2.94
H 2.24 2.64 -2.81
H 1.72 4.07 -3.71
H 5.53 4.61 0.17
H 6.47 3.14 1.90
H 5.21 1.17 2.67
H 3.00 0.67 1.68
H 2.05 2.14 -0.02
H 0.33 6.05 -0.74
H -1.25 7.92 -1.01
H -3.64 7.61 -0.46
H -4.45 5.41 0.32
H -2.88 3.53 0.55
Se 2.21 -3.25 -0.33
P 2.98 -1.55 -1.59
Se 1.69 0.18 -2.11
C 4.53 -0.86 -0.89
C 5.02 0.31 -1.44
C 6.26 0.78 -1.04
C 7.00 0.08 -0.10
C 6.50 -1.09 0.45
C 5.26 -1.57 0.05
C 3.59 -2.39 -3.08
C 4.14 -3.66 -2.93
C 4.61 -4.34 -4.04
C 4.53 -3.75 -5.29
C 4.01 -2.47 -5.43
C 3.54 -1.79 -4.33
H 4.43 0.85 -2.17
H 6.64 1.70 -1.45
H 7.97 0.44 0.20
H 7.07 -1.64 1.18
H 4.85 -2.48 0.48
H 4.19 -4.12 -1.95
H 5.02 -5.33 -3.93
H 4.88 -4.29 -6.16
H 3.97 -2.01 -6.41
H 3.12 -0.79 -4.42
O 1.60 -0.94 0.72
N 1.05 -2.20 0.65
C -1.11 -4.18 2.34
C -1.99 -3.56 1.24
C -1.42 -4.11 -0.08
C -2.00 -2.03 1.33
C -3.45 -4.00 1.24
C -4.01 -4.87 2.16
C -5.31 -5.32 2.00
C -6.07 -4.92 0.92
C -5.54 -4.01 0.02
C -4.25 -3.55 0.19
H -0.13 -3.71 2.30
H -0.99 -5.24 2.15
H -1.53 -4.05 3.33
H -0.33 -4.03 -0.09
H -1.83 -3.60 -0.95
H -1.68 -5.16 -0.17
H -3.00 -1.63 1.54
H -3.44 -5.22 3.00
H -5.73 -6.00 2.73
H -7.07 -5.30 0.78
H -6.12 -3.68 -0.83
H -3.85 -2.83 -0.51

***

3.
129
Properties=species:S:1:pos:R:3 method="wB97M-V/def2-TZVPD" e_homo_ev=-10.031 spin_multiplicity=1 charge=+1 homo_lumo_gap_ha=0.2761
Ca -0.11 0.00 -0.47
C -3.65 -3.42 -0.54
O -2.44 -3.78 -1.28
C -1.73 -2.65 -1.34
N -2.23 -1.56 -0.91
C -3.61 -1.88 -0.51
C -4.05 -1.26 0.79
C -3.16 -0.72 1.71
C -3.63 -0.09 2.86
C -4.99 -0.03 3.12
C -5.89 -0.59 2.22
C -5.42 -1.20 1.06
C -0.41 -2.73 -2.02
C 0.08 -3.87 -2.63
C 1.28 -3.75 -3.34
C 1.94 -2.54 -3.39
C 1.39 -1.47 -2.71
N 0.24 -1.57 -2.06
C 2.01 -0.11 -2.63
N 1.44 0.86 -2.01
C 2.28 2.05 -2.25
C 3.55 1.44 -2.88
O 3.12 0.12 -3.30
C 2.51 2.93 -1.05
C 3.23 4.11 -1.23
C 3.47 4.97 -0.17
C 3.00 4.66 1.10
C 2.27 3.49 1.29
C 2.03 2.64 0.23
H -3.59 -3.86 0.45
H -4.50 -3.82 -1.09
H -4.26 -1.47 -1.29
H -2.10 -0.82 1.56
H -2.92 0.33 3.56
H -5.36 0.47 4.02
H -6.95 -0.55 2.41
H -6.13 -1.61 0.35
H -0.46 -4.80 -2.57
H 1.69 -4.62 -3.84
H 2.88 -2.42 -3.92
H 1.77 2.65 -3.00
H 4.36 1.32 -2.16
H 3.90 1.97 -3.75
H 3.60 4.36 -2.22
H 4.04 5.88 -0.33
H 3.19 5.33 1.93
H 1.91 3.23 2.28
H 1.49 1.72 0.42
N -1.31 1.91 0.69
C -1.49 3.17 0.00
C -1.32 4.36 0.69
C -1.58 5.57 0.06
C -2.05 5.59 -1.25
C -2.19 4.40 -1.94
C -1.86 3.17 -1.35
P -1.85 1.59 -2.29
C -1.03 1.98 -3.89
C -0.96 0.91 -4.79
C -0.33 1.05 -6.02
C 0.26 2.27 -6.36
C 0.22 3.32 -5.47
C -0.42 3.18 -4.23
C -3.63 1.49 -2.74
C -4.14 1.68 -4.02
C -5.51 1.61 -4.25
C -6.38 1.36 -3.20
C -5.88 1.18 -1.91
C -4.51 1.24 -1.69
H -1.00 2.04 1.64
H -2.20 1.42 0.74
H -1.01 4.35 1.73
H -1.44 6.50 0.60
H -2.30 6.53 -1.73
H -2.54 4.41 -2.97
H -1.41 -0.04 -4.53
H -0.29 0.22 -6.71
H 0.74 2.39 -7.33
H 0.68 4.27 -5.72
H -0.43 4.02 -3.55
H -3.48 1.88 -4.85
H -5.90 1.76 -5.25
H -7.45 1.31 -3.38
H -6.55 0.99 -1.08
H -4.14 1.10 -0.68
O 0.45 -0.12 2.57
C 1.49 -0.58 2.05
N 2.59 -0.98 2.73
C 3.68 -1.32 1.83
C 2.93 -1.14 0.47
O 3.47 -1.33 -0.61
N 1.64 -0.73 0.69
C 4.13 -2.77 1.96
C 5.20 -3.24 1.20
C 5.61 -4.56 1.32
C 4.97 -5.42 2.20
C 3.89 -4.96 2.95
C 3.47 -3.64 2.83
C 4.82 -0.32 1.98
C 4.88 0.84 1.21
C 5.88 1.78 1.41
C 6.85 1.56 2.38
C 6.80 0.41 3.16
C 5.79 -0.52 2.96
H 2.71 -0.79 3.71
H 5.70 -2.57 0.51
H 6.44 -4.91 0.72
H 5.30 -6.45 2.30
H 3.38 -5.63 3.63
H 2.62 -3.30 3.39
H 4.13 1.02 0.45
H 5.90 2.68 0.80
H 7.64 2.29 2.54
H 7.55 0.24 3.92
H 5.77 -1.42 3.56
C -3.56 -4.52 3.64
N -2.66 -3.49 4.10
C -2.87 -2.82 5.38
C -1.70 -1.82 5.44
N -1.01 -2.06 4.18
C -1.61 -3.00 3.42
S -1.09 -3.49 1.89
H -3.83 -5.17 4.47
H -3.06 -5.11 2.87
H -4.47 -4.10 3.22
H -2.85 -3.54 6.20
H -3.84 -2.32 5.39
H -1.05 -2.02 6.29
H -2.05 -0.79 5.52
H -0.41 -1.37 3.73

***

no.,M (g/mol)
1,1757.3
2,1628.3
3,1054.3